(1)
The following is a quantum chemistry calculation of 6 unconnected molecules or ions with the total composition C12H36O6 at a distorted geometry, from the Open Molecules 2025 dataset.

## Properties
Structure (SMILES) = CCO.CCO.CCO.CCO.CCO.CCO
Energy above the lowest of the compared OMol25 structures with the same formula, charge and spin = 836.0 kJ/mol
E = -25304.5364 eV
Lowest unoccupied orbital energy = 0.37 eV

```
! wB97M-V def2-TZVPD RIJCOSX def2/J DEFGRID3
* xyz 0 1
C -6.5437 14.1338 15.8583
C -6.0687 15.4762 16.5102
O -6.7049 16.5907 16.0362
H -7.5158 13.7103 16.1112
H -5.8643 13.3304 16.1432
H -6.4321 14.0519 14.7771
H -5.0030 15.6993 16.4593
H -6.2956 15.3507 17.5689
H -6.4719 17.3769 16.5354
C -11.0983 16.7794 19.0613
C -11.8411 16.9084 20.4242
O -12.5883 15.7572 20.5212
H -10.3526 15.9862 19.1151
H -10.4667 17.6636 18.9753
H -11.7794 16.5753 18.2351
H -12.5636 17.7128 20.2855
H -11.1731 17.2068 21.2322
H -13.2102 15.6720 19.7949
C -9.6032 15.6965 15.2212
C -9.5029 15.8963 16.7811
O -10.2579 16.9358 17.2924
H -9.5120 16.5808 14.5905
H -10.5389 15.2078 14.9496
H -8.7848 15.0154 14.9881
H -8.4678 15.9607 17.1165
H -9.9856 15.0902 17.3337
H -9.6947 17.5006 17.8266
C -8.2684 12.7772 13.5880
C -9.4681 11.9702 14.1727
O -9.8493 10.9965 13.2738
H -8.4705 13.1592 12.5874
H -7.2875 12.3020 13.5848
H -8.0635 13.6674 14.1827
H -10.2352 12.7430 14.2224
H -9.2537 11.6542 15.1936
H -10.7956 10.8666 13.3699
C -9.9259 19.7799 17.8019
C -11.1732 19.9591 16.9161
O -11.1303 19.0788 15.9164
H -9.6860 18.7491 18.0626
H -9.8483 20.2700 18.7724
H -8.9999 20.1473 17.3597
H -11.2288 20.9989 16.5938
H -12.0676 19.8635 17.5317
H -10.9591 18.2492 16.3682
C -11.7646 14.1775 13.9518
C -11.8519 14.3330 12.3823
O -11.5270 13.1910 11.6375
H -10.7099 14.1154 14.2198
H -12.1984 13.2376 14.2932
H -12.2377 15.0346 14.4311
H -11.3811 15.2435 12.0116
H -12.8574 14.4728 11.9853
H -11.0899 13.4502 10.8230
*
```

***

(2)
The following is a quantum chemistry calculation of 6 unconnected molecules or ions with the total composition C12H36O6 at a distorted geometry, from the Open Molecules 2025 dataset.

## Properties
Structure (SMILES) = CCO.CCO.CCO.CCO.CCO.CCO
Energy above the lowest of the compared OMol25 structures with the same formula, charge and spin = 219.3 kJ/mol
E = -25310.9282 eV
Lowest unoccupied orbital energy = 0.43 eV

```
! wB97M-V def2-TZVPD RIJCOSX def2/J DEFGRID3
* xyz 0 1
C -14.8903 4.1432 -0.6298
C -16.2864 3.6599 -0.2627
O -16.1951 2.6702 0.7728
H -14.9943 4.7737 -1.5706
H -14.1586 3.3412 -0.7849
H -14.4177 4.7234 0.1589
H -16.7838 3.2442 -1.1481
H -16.9496 4.4959 0.0368
H -17.0442 2.3963 1.0568
C -11.2572 3.1629 2.6836
C -12.5461 3.5523 1.9935
O -13.6085 2.7011 2.2778
H -10.6701 4.0305 2.6623
H -10.7776 2.2890 2.3234
H -11.5425 2.9571 3.7730
H -12.3641 3.5469 0.9016
H -12.8972 4.5580 2.3212
H -14.2351 2.8580 1.5342
C -16.8768 -0.3998 3.5853
C -15.4199 -0.3499 3.9464
O -14.9935 0.9865 4.2876
H -17.1837 0.3842 2.8355
H -17.5197 -0.2429 4.4207
H -17.0879 -1.4208 3.2425
H -14.9525 -0.7024 2.9918
H -15.1758 -1.0114 4.7938
H -14.2575 1.1702 3.6936
C -20.1908 4.2646 2.1123
C -20.3234 2.9054 1.4407
O -19.1272 2.6419 0.7753
H -21.1752 4.4387 2.5738
H -20.0352 5.0810 1.3898
H -19.3766 4.2041 2.8538
H -21.2230 2.9699 0.8016
H -20.5943 2.1527 2.2231
H -19.3266 2.1621 -0.0401
C -17.3992 10.1918 1.5507
C -17.6778 8.6692 1.7193
O -16.4703 8.0640 2.2187
H -18.1673 10.5900 0.8803
H -16.4785 10.4064 1.0938
H -17.4809 10.7132 2.4992
H -17.8566 8.3177 0.7236
H -18.5565 8.4243 2.3265
H -16.5834 7.1178 2.3237
C -14.9571 6.0205 4.5080
C -15.7090 4.7866 3.9948
O -16.1378 4.9735 2.6156
H -15.5969 6.9171 4.4696
H -14.0168 6.2076 3.9612
H -14.6968 5.8309 5.5532
H -16.7035 4.6331 4.4903
H -15.1819 3.8232 4.0642
H -16.1424 4.1127 2.2136
*
```

***

(3)
The following is a quantum chemistry calculation of a molecular structure, C12H37Ag5N9O8 at a distorted geometry, from the Open Molecules 2025 dataset.

## Properties
Energy above the lowest of the compared OMol25 structures with the same formula, charge and spin = 257.9 kJ/mol
E = -62797.0957 eV
Lowest unoccupied orbital energy = -12.59 eV

```
! wB97M-V def2-TZVPD RIJCOSX def2/J DEFGRID3
* xyz 3 1
Ag -24.4457 11.1909 1.8771
Ag -25.6810 10.0391 -1.6587
Ag -27.9256 6.8581 -0.6713
Ag -25.7180 7.1487 -3.5142
Ag -26.1165 8.5476 1.5863
O -25.3322 7.5683 -0.9710
C -23.9659 7.6444 -0.6416
C -23.4406 7.7483 0.8899
O -23.6434 8.8336 1.8036
H -23.5533 8.5045 -1.1688
H -23.4615 6.8086 -1.1266
H -22.3988 7.4355 0.8195
H -23.8462 6.8614 1.3766
C -20.7896 2.7810 -0.6544
C -21.1634 3.3512 0.6649
C -21.1389 4.8390 0.5643
O -19.8889 5.2034 -0.0270
C -20.0087 6.5667 -0.3661
N -22.5484 2.8571 1.1258
H -19.7571 2.9766 -0.9438
H -21.5897 3.0676 -1.3370
H -20.7674 1.6976 -0.5362
H -20.4091 3.0297 1.3830
H -21.1906 5.2228 1.5831
H -21.9551 5.2899 -0.0001
H -19.1224 7.1450 -0.6275
H -20.1648 7.2522 0.4669
H -20.6740 6.8658 -1.1760
H -22.9782 3.4185 1.8471
H -22.4323 1.9197 1.4835
C -23.3524 4.1783 4.6356
C -23.2908 5.6812 4.3674
O -24.4910 6.2306 3.8940
H -22.5097 3.8334 5.2347
H -23.4254 3.6252 3.6991
H -24.2419 3.8853 5.1933
H -22.5247 5.9544 3.6417
H -23.0028 6.1043 5.3297
H -24.2458 6.9476 3.3045
C -21.8409 10.0159 4.7525
O -21.2268 10.7762 5.4578
N -21.4314 9.6592 3.5979
N -23.0078 9.4643 5.0532
H -20.7394 10.2656 3.1814
H -22.0247 9.1428 2.9644
H -23.3357 8.8180 4.3496
H -23.4665 9.5460 5.9493
C -27.1060 5.0027 1.8947
O -27.8516 4.8225 0.9041
N -25.9370 4.5537 1.8078
N -27.2868 5.7681 2.9534
H -25.7956 4.0533 0.9419
H -25.2685 4.7034 2.5499
H -28.1755 6.2468 2.9872
H -26.6419 5.6166 3.7159
C -26.6963 4.3051 -2.6487
O -27.4865 5.2681 -2.7622
N -26.8340 3.1754 -3.2667
N -25.5430 4.4327 -1.9893
H -27.6030 3.1689 -3.9214
H -26.0513 2.5399 -3.3262
H -24.9216 3.6478 -1.8552
H -25.4029 5.2437 -1.4038
C -20.1606 10.6371 0.2798
O -19.2574 11.2589 -0.1834
N -21.2871 10.5102 -0.3530
N -20.1345 9.8084 1.1560
H -22.0945 10.3175 0.2225
H -21.4633 10.9989 -1.2191
H -20.8828 9.1325 1.0980
H -19.2787 9.3084 1.3501
*
```